Record 1
The following is a quantum chemistry calculation of 2 unconnected molecules or ions with the total composition C7H14N3 in a non-equilibrium geometry, from the OMol25 dataset.

Geometry as XYZ:
```
24
Properties=species:S:1:pos:R:3:forces:R:3
C -0.80682 -1.75262 1.22258 0.689 0.707 -1.382
C -1.16306 -0.42262 0.89799 0.971 -2.800 0.130
C 0.38734 -1.90569 -0.85029 -0.083 0.123 -1.255
C 0.01187 -2.47287 0.32695 -1.238 -0.473 1.733
C -0.78924 0.10923 -0.31024 -1.205 0.070 0.332
C 1.94470 0.44306 0.48587 1.514 -1.637 -2.289
C -2.03297 2.24500 0.06623 -2.037 0.994 -2.198
N 0.00269 -0.61661 -1.11601 -0.452 -1.402 1.017
N 1.00650 -2.56300 -1.86554 0.042 0.584 0.273
N -1.35264 1.26235 -0.74572 1.682 0.294 -0.708
H -1.08254 -2.36697 2.07868 -0.359 0.933 0.174
H -1.72338 0.23338 1.45111 -1.364 0.615 1.782
H 1.10525 0.56952 1.10032 -1.683 0.601 -0.119
H 0.15594 -3.51642 0.60996 0.480 0.304 -0.605
H 2.10925 -0.66284 0.37568 -0.111 1.033 0.052
H 2.68088 0.73379 1.15355 2.067 0.866 0.822
H 2.09567 0.91547 -0.55606 -0.704 -0.350 2.003
H -1.58559 3.25455 0.05519 0.137 -0.695 -0.143
H -3.08650 2.33812 -0.35913 1.228 0.038 0.774
H -2.09034 1.89964 1.02888 -0.329 -0.366 2.391
H 0.19410 -0.31988 -2.01617 0.327 1.019 -2.018
H 1.23015 -3.52826 -1.68820 0.276 0.091 -0.312
H 1.43611 -2.05991 -2.64351 -0.187 -0.574 0.512
H -0.80760 1.74394 -1.42411 0.337 0.026 -0.966
```
Forces are in eV/Å.

Summary:
Kohn-Sham gap: 8.7 eV
ΔE to the lowest compared entry with this formula, charge and spin: 32.5 kcal/mol
Total charge: +1
LUMO: -3.647 eV
Highest occupied orbital energy: -12.3551 eV

Record 2
The following is a quantum chemistry calculation of a molecular structure, C35H56N3O2P2Pb in a non-equilibrium geometry, from the OMol25 dataset.

Geometry as XYZ:
```
99
Properties=species:S:1:pos:R:3:forces:R:3
C 2.36174 -1.45114 -1.51327 -0.221 0.316 0.362
C 0.65210 -0.78357 -2.97832 0.670 -0.368 -0.050
C 3.00927 -2.17400 -2.51686 -0.114 0.123 -0.134
C 1.34302 -1.40501 -4.06063 -0.531 0.298 0.156
C 2.51714 -2.09570 -3.82194 0.202 -0.085 0.102
H 3.89867 -2.73961 -2.25404 -0.110 0.041 -0.240
H 0.89228 -1.34105 -5.05185 0.266 -0.123 0.211
H 3.05470 -2.57531 -4.63794 -0.173 0.055 0.160
N 1.25011 -0.74327 -1.74367 -0.359 -0.354 -0.074
P 2.74483 0.22520 0.67899 0.893 -0.504 0.360
P -1.86194 0.15827 -1.97514 -1.069 0.608 -0.894
C 2.91672 -1.43810 -0.08230 -0.595 -0.318 -0.488
H 2.34555 -2.16528 0.52187 0.170 0.302 -0.261
H 3.96863 -1.76516 -0.06976 -0.422 0.189 0.049
C -0.65407 -0.26533 -3.17797 0.822 -0.160 -0.742
H -0.97779 -0.25499 -4.21907 -0.021 0.114 0.124
C -3.07089 -1.35036 -1.97477 -0.036 -0.279 0.641
C -2.70820 1.76482 -2.60790 0.080 -0.020 0.475
C 2.91649 -0.04387 2.53552 -0.103 0.225 -0.066
C 4.16467 1.17772 -0.13427 -0.368 0.462 0.058
C -3.75598 -1.34821 -0.59818 -0.124 -0.004 0.078
H -4.36933 -0.45139 -0.43943 0.124 -0.255 -0.067
H -4.41182 -2.22693 -0.51925 0.120 0.228 -0.061
H -3.01956 -1.40350 0.20975 -0.173 0.000 -0.098
C -4.09615 -1.29696 -3.11189 -0.103 0.296 -0.242
H -4.80501 -0.46473 -3.03121 0.207 -0.242 -0.009
H -3.60369 -1.26713 -4.09245 -0.180 -0.004 0.188
H -4.68877 -2.22606 -3.08119 0.251 0.230 0.125
C -2.25918 -2.63755 -2.17031 0.194 -0.003 -0.001
H -2.92304 -3.50237 -2.01236 0.156 0.311 -0.072
H -1.84305 -2.70042 -3.18436 -0.126 -0.044 0.229
H -1.43734 -2.71747 -1.45688 -0.069 -0.013 -0.180
C -3.93785 2.03658 -1.72062 -0.039 -0.053 0.052
H -3.66728 2.08971 -0.65631 -0.035 0.004 -0.182
H -4.36947 3.00776 -2.00586 0.115 -0.276 0.061
H -4.72202 1.27590 -1.83688 0.235 0.279 -0.008
C -1.71279 2.93395 -2.47489 0.018 -0.134 0.111
H -1.46030 3.15771 -1.42882 -0.113 -0.048 -0.115
H -0.78882 2.74457 -3.03546 -0.094 0.053 0.033
H -2.18248 3.83607 -2.89626 0.173 -0.263 0.125
C -3.10305 1.67350 -4.08333 -0.185 -0.215 -0.239
H -3.82031 0.87413 -4.29372 0.223 0.310 0.039
H -3.58347 2.62517 -4.36087 0.196 -0.268 0.065
H -2.22565 1.53832 -4.72262 -0.141 0.097 -0.010
C 4.33658 2.52044 0.59735 0.215 0.032 -0.007
H 5.14684 3.07753 0.10238 -0.254 -0.111 0.154
H 3.42462 3.13357 0.53425 0.294 -0.165 0.146
H 4.62074 2.39300 1.65042 -0.054 0.086 -0.349
C 3.77501 1.46390 -1.59888 0.047 -0.035 -0.028
H 3.66742 0.53850 -2.17820 0.043 0.327 0.055
H 2.84810 2.05222 -1.67460 0.299 -0.230 -0.070
H 4.58759 2.05204 -2.05442 -0.284 -0.158 0.117
C 5.47503 0.38105 -0.13205 0.183 -0.119 0.124
H 6.25817 1.02187 -0.56592 -0.244 -0.176 0.086
H 5.80398 0.09681 0.87279 -0.031 0.082 -0.355
H 5.40938 -0.52213 -0.75258 0.093 0.275 0.101
C 1.99464 -1.19620 2.97497 -0.017 -0.043 -0.113
H 2.32009 -2.16318 2.57163 -0.043 0.180 0.173
H 2.03140 -1.26756 4.07228 -0.009 0.050 -0.313
H 0.95259 -1.02928 2.67646 0.153 0.017 0.126
C 2.46921 1.24726 3.24393 0.053 0.099 0.072
H 1.41146 1.47278 3.04996 0.121 -0.110 0.033
H 2.58770 1.10995 4.32797 -0.039 0.062 -0.256
H 3.06383 2.12015 2.94960 -0.136 -0.223 0.135
C 4.36468 -0.39170 2.89626 0.221 -0.017 0.219
H 4.72687 -1.27344 2.34912 -0.057 0.229 0.153
H 5.05547 0.44738 2.73761 -0.230 -0.266 0.059
H 4.39967 -0.63787 3.96891 -0.025 0.059 -0.281
Pb 0.15535 0.96552 -0.06968 -0.278 -0.274 0.134
C 1.28215 3.55907 -0.69398 0.116 2.790 -1.034
O 1.34878 4.61685 -1.10943 -0.100 -2.193 0.867
N -0.46528 -1.23131 0.57354 -0.274 -3.304 0.030
C -0.59758 -2.39974 0.65766 0.335 3.043 1.179
C -0.80328 -3.71778 1.14214 -0.040 -1.122 -0.175
C -1.11707 -3.89959 2.50726 -0.092 -0.020 0.099
C -0.70297 -4.83749 0.28938 -0.092 -0.148 0.118
C -1.35498 -5.18505 2.99779 0.097 0.186 -0.167
H -1.17647 -3.03304 3.17145 -0.018 -0.314 -0.228
C -0.95886 -6.11482 0.79270 0.077 0.232 0.003
H -0.42332 -4.69802 -0.75753 -0.152 -0.116 0.321
C -1.28233 -6.29379 2.14471 0.073 0.389 -0.182
H -1.59895 -5.32269 4.05234 0.081 0.071 -0.337
H -0.90452 -6.97966 0.13150 0.031 0.267 0.169
H -1.47036 -7.29672 2.53202 0.038 0.328 -0.124
C -2.79605 4.28077 3.75051 0.087 0.532 0.280
N -2.54331 2.99328 3.12254 0.883 -0.223 -0.628
C -3.54793 1.94762 3.26174 -0.397 -0.254 0.115
C -1.44163 2.77906 2.39898 -1.003 -0.417 0.178
C -0.43187 3.87930 2.29506 0.128 0.156 0.061
O -1.30537 1.66577 1.80329 0.732 0.064 -0.331
H -3.77562 4.24701 4.23198 0.221 0.046 -0.084
H -2.78925 5.09164 3.00826 -0.115 -0.237 0.216
H -2.03181 4.50633 4.50797 -0.317 -0.078 -0.115
H -4.50660 2.29760 2.86137 0.194 -0.048 0.023
H -3.23015 1.04738 2.72875 -0.100 0.319 0.193
H -3.69571 1.71486 4.32261 0.085 0.048 -0.192
H -0.16259 4.24014 3.29709 -0.036 0.041 -0.337
H 0.47732 3.52915 1.79412 -0.239 0.008 0.163
H -0.85747 4.71635 1.72138 0.167 -0.127 0.229
```
Forces are in eV/Å.

Summary:
Kohn-Sham gap (spin up / spin down): 5.0 / 6.5 eV
Total charge: +3
LUMO (spin up / spin down): -11.126 / -9.781 eV
Highest occupied orbital energy (spin up / spin down): -16.1020 / -16.2685 eV

> Among the records above, which one has the lowest total charge?

C7H14N3

Copy entry 1 word for word.
The following is a quantum chemistry calculation of 2 unconnected molecules or ions with the total composition C7H14N3 in a non-equilibrium geometry, from the OMol25 dataset.

Geometry as XYZ:
```
24
Properties=species:S:1:pos:R:3:forces:R:3
C -0.80682 -1.75262 1.22258 0.689 0.707 -1.382
C -1.16306 -0.42262 0.89799 0.971 -2.800 0.130
C 0.38734 -1.90569 -0.85029 -0.083 0.123 -1.255
C 0.01187 -2.47287 0.32695 -1.238 -0.473 1.733
C -0.78924 0.10923 -0.31024 -1.205 0.070 0.332
C 1.94470 0.44306 0.48587 1.514 -1.637 -2.289
C -2.03297 2.24500 0.06623 -2.037 0.994 -2.198
N 0.00269 -0.61661 -1.11601 -0.452 -1.402 1.017
N 1.00650 -2.56300 -1.86554 0.042 0.584 0.273
N -1.35264 1.26235 -0.74572 1.682 0.294 -0.708
H -1.08254 -2.36697 2.07868 -0.359 0.933 0.174
H -1.72338 0.23338 1.45111 -1.364 0.615 1.782
H 1.10525 0.56952 1.10032 -1.683 0.601 -0.119
H 0.15594 -3.51642 0.60996 0.480 0.304 -0.605
H 2.10925 -0.66284 0.37568 -0.111 1.033 0.052
H 2.68088 0.73379 1.15355 2.067 0.866 0.822
H 2.09567 0.91547 -0.55606 -0.704 -0.350 2.003
H -1.58559 3.25455 0.05519 0.137 -0.695 -0.143
H -3.08650 2.33812 -0.35913 1.228 0.038 0.774
H -2.09034 1.89964 1.02888 -0.329 -0.366 2.391
H 0.19410 -0.31988 -2.01617 0.327 1.019 -2.018
H 1.23015 -3.52826 -1.68820 0.276 0.091 -0.312
H 1.43611 -2.05991 -2.64351 -0.187 -0.574 0.512
H -0.80760 1.74394 -1.42411 0.337 0.026 -0.966
```
Forces are in eV/Å.

Summary:
Kohn-Sham gap: 8.7 eV
ΔE to the lowest compared entry with this formula, charge and spin: 32.5 kcal/mol
Total charge: +1
LUMO: -3.647 eV
Highest occupied orbital energy: -12.3551 eV

> Which of these has the lowest total charge?

C7H14N3